{
  "formula": "C3H8NO2",
  "method": "ωB97M-V with the def2-TZVPD basis set",
  "total_charge": 0,
  "multiplicity": 2,
  "homo_lumo_gap_ev": [10.7, 7.6],
  "fmax_ha_per_bohr": 0.0344,
  "species": ["C", "O", "H", "H", "H", "O", "C", "C", "N", "H", "H", "H", "H", "H"],
  "coordinates": [[-1.744, -2.631, -0.210], [-1.814, -1.291, -0.606], [-2.339, -2.797, 0.693], [-2.113, -3.296, -1.018], [-0.715, -2.919, 0.019], [1.929, 2.607, 0.624], [1.492, 1.509, 0.735], [0.301, 1.007, -0.084], [0.428, -0.399, -0.353], [1.915, 0.803, 1.461], [-0.557, 1.167, 0.565], [0.201, 1.653, -0.951], [-0.840, -0.905, -0.491], [0.920, -0.521, -1.239]],
  "atomic_forces_ev_per_a": [[-0.158, -0.461, -0.257], [0.441, 0.606, -0.193], [-0.048, -0.049, -0.034], [0.133, 0.269, 0.378], [0.109, -0.089, 0.030], [0.281, 0.860, -0.161], [-0.103, -0.545, 0.088], [0.123, -0.144, 0.076], [1.018, 0.619, -0.111], [-0.032, -0.244, 0.126], [-0.278, -0.036, 0.154], [0.056, 0.054, -0.211], [-1.551, -0.843, 0.140], [0.009, 0.001, -0.026]]
}